Record 1
Computed, not measured: a structure of composition C2H5Br2N2, with wB97M-V/def2-TZVPD.

```
11
Properties=species:S:1:pos:R:3:forces:R:3:mulliken_charge:R:1
H 3.962 1.579 -1.103 0.21 0.18 -0.25 0.4033
H 0.797 -1.378 1.038 -1.86 1.05 0.02 0.2669
H -1.110 1.750 -0.409 0.29 -0.57 0.06 0.2470
N -1.237 0.758 -0.203 -0.67 1.23 -0.59 -0.2804
Br 4.917 -0.486 -0.069 0.14 -0.14 -0.01 0.0777
N -0.221 -1.062 0.860 3.77 -5.05 1.76 -0.3039
H -0.681 -1.942 0.780 -1.83 -0.31 -0.19 0.2764
H -2.133 0.417 -0.430 -1.42 -0.56 -0.18 0.2165
Br 2.062 0.860 0.296 -0.84 0.52 0.93 0.1564
C 3.766 0.898 -0.298 0.55 -0.18 -0.43 -0.2947
C -0.324 0.050 0.331 1.67 3.83 -1.12 0.2349
```
Forces are in eV/Å.

HOMO (spin up / spin down): -11.9346 / -13.4893 eV
LUMO energy (spin up / spin down): -6.3 / -4.9 eV
Kohn-Sham gap (spin up / spin down): 5.6 / 8.6 eV
total charge: +1


Record 2
Computed, not measured: the molecule C6H6N2S, with wB97M-V/def2-TZVPD.

```
15
Properties=species:S:1:pos:R:3:forces:R:3:mulliken_charge:R:1
C -2.288 -1.292 0.023 -0.67 -0.03 -0.14 -1.1572
H -3.059 -1.126 -0.705 -0.22 0.41 -0.83 0.3516
H 4.035 -0.124 0.000 -2.65 0.15 0.12 0.3040
H -2.088 1.577 -0.171 -1.56 0.92 -0.23 0.5237
N -0.109 1.718 -0.050 -0.09 2.22 0.17 -1.3741
H -2.877 -1.327 0.934 0.51 -0.26 0.59 0.2478
H 2.488 2.056 -0.072 0.91 2.57 -0.07 0.4530
C -1.216 1.014 -0.108 -0.91 1.62 0.05 -0.4757
H -1.841 -2.203 -0.256 0.10 -1.63 0.14 0.3357
N 0.855 0.860 0.113 -2.21 -2.31 -0.53 0.7984
C 2.158 1.111 0.097 1.62 -2.77 -0.30 -0.4007
C 2.870 -0.030 0.048 2.50 -0.97 0.23 -0.2351
S 1.834 -1.482 0.100 0.42 1.10 -0.06 -0.1611
C 0.459 -0.442 0.081 -4.33 0.01 0.22 0.1838
C -1.222 -0.311 -0.035 6.59 -1.05 0.63 0.6060
```
Forces are in eV/Å.

SMILES string: Cc1cnn2ccsc12
HOMO: -7.7209 eV
LUMO energy: 0.7 eV
Kohn-Sham gap: 8.4 eV


Record 3
Computed, not measured: the molecule C18H18N4O2, with wB97M-V/def2-TZVPD.

```
42
Properties=species:S:1:pos:R:3:forces:R:3:mulliken_charge:R:1
H -2.212 1.868 -1.552 0.04 -0.03 0.07 0.2951
N -1.163 1.157 0.084 -0.48 -0.48 0.42 -0.4106
H -2.619 -0.367 1.443 0.08 -0.05 0.12 0.4889
H 2.350 2.396 -1.123 -0.05 0.07 -0.03 0.4311
C 6.359 -1.142 -1.006 -0.07 0.03 0.05 -0.6505
C -8.022 -1.501 -0.130 -0.20 0.02 -0.15 -0.8368
H -6.546 0.064 -1.515 -0.08 -0.02 -0.03 0.3881
C -2.199 1.244 -0.647 0.76 0.52 -0.30 -0.2116
H 7.100 -3.120 -1.278 0.06 -0.04 -0.04 0.3676
H 1.874 3.691 -0.014 -0.04 -0.01 -0.07 0.4356
N 5.152 0.966 -0.378 0.11 0.59 -0.17 -0.8135
H 7.070 -0.672 -1.666 0.08 0.06 -0.08 0.4179
C 4.142 1.157 0.422 0.06 0.06 0.12 0.4142
H 5.488 -4.181 0.217 -0.01 -0.07 0.02 0.3718
C 4.482 -2.379 0.739 -0.10 -0.06 0.09 -0.8407
O 1.174 1.118 1.504 0.04 -0.09 0.30 -0.6816
C 2.195 2.648 -0.072 0.20 -0.03 0.28 -0.7155
C 6.365 -2.503 -0.782 0.17 -0.05 -0.13 -0.4179
C -5.699 -0.044 -0.856 -0.44 -0.25 0.10 -0.3352
C 3.511 2.477 0.698 -0.25 -0.01 -0.07 -0.9355
C -4.531 0.635 -1.147 0.49 0.04 0.23 -0.9942
H 2.877 -0.053 1.597 0.02 0.08 -0.09 0.2315
H -7.842 -1.876 -1.142 0.00 0.03 0.04 0.3386
C -4.645 -0.964 1.105 -0.20 -0.05 -0.04 -0.5512
H -0.072 2.422 -1.098 0.08 -0.24 0.37 0.3353
C 5.398 -0.384 -0.348 -0.45 -0.50 0.41 0.5864
H 4.212 3.254 0.394 -0.02 -0.07 0.04 0.3475
H -4.491 1.260 -2.029 0.02 0.06 -0.08 0.2965
H -8.748 -2.143 0.367 0.02 0.06 -0.07 0.2372
C 5.444 -3.111 0.074 -0.08 -0.10 0.08 -0.4437
C -3.411 0.528 -0.326 -0.70 -0.33 0.07 0.5162
H -4.719 -1.595 1.976 0.01 -0.07 0.11 0.4047
C 1.082 1.781 0.497 -0.04 0.22 -0.33 0.4609
C -5.768 -0.852 0.275 0.18 0.11 -0.06 0.9286
H 3.310 2.567 1.767 0.04 0.09 -0.04 0.3156
H 3.769 -2.848 1.401 -0.05 -0.09 0.06 0.3895
C 4.469 -1.011 0.520 0.58 -0.04 -0.42 0.4333
C -3.488 -0.287 0.810 -0.08 0.09 -0.18 -0.5538
H -8.418 -0.482 -0.183 0.03 -0.04 -0.01 0.3378
O -6.858 -1.563 0.659 0.31 0.01 0.17 -0.4436
N 3.688 0.005 0.999 -0.06 0.00 0.10 0.0732
N -0.057 1.842 -0.255 0.01 0.58 -0.83 -0.0073
```
Forces are in eV/Å.

SMILES string: COc1ccc(/C=N/NC(=O)CCc2nc3ccccc3[nH]2)cc1
HOMO: -8.1610 eV
LUMO energy: 0.4 eV
Kohn-Sham gap: 8.5 eV


Record 4
Computed, not measured: the molecule C5H8OS, with wB97M-V/def2-TZVPD.

```
15
Properties=species:S:1:pos:R:3:forces:R:3:mulliken_charge:R:1
C -2.471 -0.166 -0.840 3.00 1.19 -0.04 -0.9043
H -0.133 -1.736 -0.272 0.21 0.06 -0.50 0.4943
C -0.070 -0.874 0.374 -3.29 -0.01 3.74 -0.9094
C 1.267 -0.342 0.760 0.61 1.50 0.19 -0.2830
H 2.081 -1.045 0.979 -0.59 -0.29 0.12 0.2888
H 2.135 2.512 -0.323 0.26 1.63 0.89 0.3881
H -0.722 -1.088 1.335 1.18 -0.01 -1.80 0.3468
C 1.615 0.320 -0.553 1.91 0.06 0.08 -0.2326
H -3.250 -0.363 -0.255 -3.12 -0.63 2.28 0.4262
C 2.023 1.545 -0.650 -0.34 -1.69 -1.67 -0.6042
H -2.368 -0.536 -1.769 0.17 -1.20 -3.19 0.4491
S -1.165 0.661 -0.127 0.33 -1.53 -1.53 0.6308
O -1.765 1.112 1.106 -0.22 1.28 2.54 -0.6286
H 1.580 -0.428 -1.378 0.12 0.86 0.17 0.2612
H 1.243 0.428 1.615 -0.22 -1.22 -1.29 0.2770
```
Forces are in eV/Å.

HOMO (spin up / spin down): -8.2820 / -8.4211 eV
LUMO energy (spin up / spin down): -0.9 / 0.1 eV
Kohn-Sham gap (spin up / spin down): 7.4 / 8.5 eV


Record 5
Computed, not measured: a structure of composition C4H9NO2, with wB97M-V/def2-TZVPD.

```
16
Properties=species:S:1:pos:R:3:forces:R:3:mulliken_charge:R:1
H -3.030 -1.048 -0.207 -0.11 -0.01 -0.04 0.3099
H -0.877 0.881 -0.926 0.08 0.02 -0.03 0.1934
N 0.532 0.496 0.696 0.32 -0.89 -1.18 -0.2686
O 2.717 0.033 1.037 0.59 -1.31 0.62 -0.5992
H 2.755 -0.789 -1.488 0.57 0.45 0.31 0.3150
C -1.868 0.110 0.826 -0.15 0.49 0.22 -0.5861
H -1.678 -0.606 1.629 0.05 -0.18 -0.12 0.3158
C -0.668 0.188 -0.107 0.04 -0.16 0.70 -0.3462
H -2.020 1.066 1.327 0.06 0.11 -0.07 0.3021
O -3.078 -0.150 0.136 0.10 -0.19 -0.06 -0.5106
C 1.883 -0.236 -1.151 2.03 -3.72 0.09 -0.9110
H 0.761 1.483 0.735 -0.45 0.06 0.46 0.2822
H 1.797 0.661 -1.747 -2.15 -0.39 -0.53 0.2836
H -0.512 -0.808 -0.529 -0.20 0.14 -0.18 0.3842
H 1.478 -1.213 -0.473 -1.66 -0.14 -3.59 0.1910
C 1.810 -0.066 0.242 0.88 5.73 3.39 0.6444
```
Forces are in eV/Å.

HOMO: -9.4988 eV
LUMO energy: 0.0 eV
Kohn-Sham gap: 9.5 eV